Entry 1:
Entry from OMol25: the molecule C15H21N3O4S at a distorted geometry (ωB97M-V with the def2-TZVPD basis set).

For the HOMO energy, the calculation gives -8.637 eV. Its LUMO energy is 0.342 eV. The structure (SMILES) is CCN(CC)S(=O)(=O)c1ccc2c(c1)nc(CCC(=O)O)n2C. For the HOMO-LUMO gap, the calculation gives 8.98 eV. As for the spin multiplicity: 1.

XYZ file:
```
44
C15H21N3O4S | OMol25 | ωB97M-V with the def2-TZVPD basis set
C 2.95 0.30 0.40
H 1.93 0.36 0.03
H 3.61 0.03 -0.42
C 3.04 -0.75 1.52
N 2.67 -2.06 1.04
S 1.24 -2.65 1.66
O 1.11 -2.36 3.06
O 1.11 -4.01 1.23
C 0.07 -1.64 0.76
C -0.62 -0.64 1.40
C -1.47 0.14 0.62
N -2.27 1.19 0.95
C -2.86 1.56 -0.15
N -2.50 0.80 -1.23
C -1.60 -0.12 -0.77
C -0.90 -1.14 -1.40
C -0.05 -1.89 -0.61
H 0.52 -2.70 -1.02
H -1.00 -1.33 -2.45
C -2.92 0.90 -2.60
H -3.79 1.55 -2.68
H -3.19 -0.09 -2.97
H -2.11 1.30 -3.21
C -3.80 2.72 -0.20
C -3.03 4.04 -0.42
H -3.72 4.88 -0.35
H -2.25 4.12 0.33
C -2.39 4.05 -1.79
O -1.32 3.59 -2.07
O -3.20 4.60 -2.71
H -2.78 4.60 -3.58
H -4.29 2.78 0.77
H -4.55 2.59 -0.97
H -0.50 -0.48 2.46
C 3.72 -3.03 0.78
C 4.33 -3.60 2.06
H 4.81 -2.83 2.65
H 5.07 -4.36 1.81
H 3.54 -4.06 2.65
H 4.48 -2.55 0.16
H 3.25 -3.83 0.22
H 4.06 -0.76 1.92
H 2.36 -0.49 2.33
H 3.24 1.27 0.78
```

Here are the natural (NBO) charges for atoms 1 to 6, given in e: -0.609, 0.215, 0.202, -0.230, -0.698, 2.327

Entry 2:
Entry from OMol25: the molecule C15H21NO3 at a distorted geometry (ωB97M-V with the def2-TZVPD basis set).

For the HOMO energy, the calculation gives -8.633 eV. Its LUMO energy is 0.594 eV. The structure (SMILES) is C/C(=C\c1ccccc1)CC(=O)N(CCO)CCO. For the HOMO-LUMO gap, the calculation gives 9.23 eV. As for the spin multiplicity: 1.

XYZ file:
```
40
C15H21NO3 | OMol25 | ωB97M-V with the def2-TZVPD basis set
O 1.01 -1.29 0.57
O -0.57 -2.73 -3.79
O 1.53 -3.86 1.28
C -0.12 -1.37 0.03
C 0.01 1.73 0.10
C -0.79 0.98 0.94
C 1.75 5.46 1.04
C 0.37 5.30 1.12
C 2.59 4.36 0.81
C -0.19 4.07 0.82
C 2.03 3.11 0.51
C 0.62 2.97 0.47
N -0.33 -2.49 -0.79
C -1.03 1.35 2.40
C -1.25 -0.36 0.37
C -1.61 -2.16 -2.95
C 0.60 -4.44 0.35
C -1.59 -2.70 -1.54
C 0.63 -3.59 -0.91
H 0.30 -2.73 -3.33
H 1.49 -2.89 1.19
H 0.27 1.38 -0.90
H 2.24 6.41 1.22
H -0.24 6.18 1.37
H 3.68 4.44 0.69
H -1.28 3.92 0.85
H 2.70 2.29 0.28
H -1.08 0.45 3.02
H -0.21 1.98 2.73
H -1.97 1.93 2.50
H -1.81 -0.18 -0.51
H -1.94 -0.76 1.11
H -2.64 -2.28 -3.38
H -1.45 -1.09 -3.03
H 0.93 -5.46 0.08
H -0.41 -4.48 0.78
H -1.79 -3.77 -1.62
H -2.46 -2.31 -1.03
H 1.60 -3.15 -1.11
H 0.39 -4.23 -1.76
```

Here are the natural (NBO) charges for atoms 1 to 6, given in e: -0.663, -0.732, -0.749, 0.713, -0.197, 0.052

Entry 3:
Entry from OMol25: a structure of composition C15H22As4F24N3O at a distorted geometry (ωB97M-V with the def2-TZVPD basis set).

For the HOMO energy, the calculation gives -8.723 eV. The net charge is -1. Its LUMO energy is -1.619 eV. For the HOMO-LUMO gap, the calculation gives 7.10 eV. As for the spin multiplicity: 1.

XYZ file:
```
69
C15H22As4F24N3O | OMol25 | ωB97M-V with the def2-TZVPD basis set
C -2.45 -0.69 3.11
C -1.43 -0.26 2.12
O -0.97 0.83 2.00
N -0.98 -1.35 1.19
H -1.05 -2.27 1.65
H -1.57 -1.38 0.34
C 0.48 -1.13 0.78
H -3.38 -0.62 2.54
H -2.40 0.00 3.95
H -2.38 -1.72 3.46
H 0.69 -1.95 0.10
H 1.10 -1.24 1.67
H 0.59 -0.20 0.24
C -2.57 2.82 -5.61
N -1.52 2.83 -4.54
C -1.72 3.67 -3.52
C -0.70 3.78 -2.58
C 0.34 2.86 -2.55
C 0.48 2.01 -3.64
C -0.45 2.05 -4.66
C 1.35 2.91 -1.45
C 1.06 2.68 -0.13
C 2.11 2.65 0.80
N 3.36 2.92 0.40
C 3.67 3.22 -0.89
C 2.66 3.23 -1.82
C 4.40 2.90 1.46
H -3.56 2.65 -5.19
H -2.32 1.97 -6.24
H -2.40 3.75 -6.15
H -2.66 4.19 -3.45
H -0.83 4.52 -1.81
H 1.26 1.27 -3.62
H -0.34 1.43 -5.54
H 0.06 2.39 0.14
H 1.98 2.52 1.86
H 4.70 3.41 -1.12
H 2.85 3.47 -2.86
H 5.38 2.61 1.08
H 4.20 2.22 2.28
H 4.49 3.96 1.71
As 4.60 -0.39 3.86
F 3.25 -0.06 2.75
F 4.65 -2.02 3.20
F 6.00 -0.75 4.85
F 4.44 1.26 4.48
F 3.61 -0.91 5.18
F 5.70 0.19 2.60
As 0.59 -5.22 2.06
F -0.73 -6.33 1.85
F -0.56 -3.84 2.24
F 1.89 -4.08 2.22
F 1.73 -6.54 1.76
F 0.56 -4.91 0.30
F 0.57 -5.56 3.77
As -1.82 -0.89 -2.59
F -1.08 -2.08 -1.54
F -0.36 -0.79 -3.62
F -2.56 0.30 -3.65
F -3.23 -1.04 -1.55
F -1.14 0.35 -1.52
F -2.57 -2.12 -3.57
As -5.04 -3.38 1.65
F -4.53 -4.96 1.11
F -3.40 -2.78 1.33
F -5.49 -1.74 2.03
F -6.64 -3.98 2.04
F -4.49 -3.64 3.31
F -5.48 -3.05 -0.04
```

Here are the natural (NBO) charges for atoms 1 to 6, given in e: -0.747, 0.768, -0.562, -0.616, 0.504, 0.484

Entry 4:
Entry from OMol25: a cluster of 12 separate species, C15H22BCl33O3S in total (ωB97M-V with the def2-TZVPD basis set).

For the HOMO energy, the calculation gives -8.990 eV. Its LUMO energy is 0.163 eV. The structure (SMILES) is OCCCB(S)COO.ClC(Cl)Cl.ClC(Cl)Cl.ClC(Cl)Cl.ClC(Cl)Cl.ClC(Cl)Cl.ClC(Cl)Cl.ClC(Cl)Cl.ClC(Cl)Cl.ClC(Cl)Cl.ClC(Cl)Cl.ClC(Cl)Cl. For the HOMO-LUMO gap, the calculation gives 9.15 eV. As for the spin multiplicity: 1.

XYZ file:
```
75
C15H22BCl33O3S | OMol25 | ωB97M-V with the def2-TZVPD basis set
O 0.24 -3.67 3.37
C 0.96 -3.29 2.19
C 1.32 -1.81 2.16
C 0.32 -0.98 1.31
B -0.98 -0.77 2.12
S -1.16 0.75 3.20
C -2.18 -1.81 2.08
O -3.33 -1.10 1.63
O -4.48 -1.94 1.82
H 0.79 -3.46 4.13
H 1.85 -3.91 2.07
H 0.28 -3.52 1.37
H 2.33 -1.65 1.80
H 1.29 -1.45 3.20
H 0.11 -1.54 0.40
H 0.78 -0.03 1.05
H -0.81 0.08 4.31
H -1.97 -2.67 1.43
H -2.34 -2.19 3.09
H -4.52 -2.42 0.98
C 5.52 -3.86 1.54
Cl 5.20 -2.61 2.74
Cl 5.70 -5.44 2.32
Cl 4.26 -3.91 0.32
H 6.45 -3.62 1.05
C -1.03 0.86 -2.00
Cl -2.14 0.24 -0.78
Cl 0.57 0.11 -1.90
Cl -1.70 0.65 -3.62
H -0.91 1.92 -1.83
C -7.09 -4.11 2.73
Cl -7.78 -5.42 3.68
Cl -6.08 -4.75 1.43
Cl -8.35 -3.06 2.09
H -6.46 -3.52 3.37
C -4.70 3.42 -0.42
Cl -4.85 1.94 0.50
Cl -3.63 3.23 -1.82
Cl -6.28 4.01 -0.94
H -4.27 4.18 0.22
C -2.62 7.02 1.15
Cl -4.33 6.95 1.57
Cl -1.97 5.40 0.88
Cl -2.34 8.05 -0.25
H -2.09 7.45 1.99
C 8.72 -5.51 4.47
Cl 8.46 -6.39 5.97
Cl 8.83 -3.77 4.77
Cl 10.15 -6.10 3.62
H 7.87 -5.67 3.83
C 7.27 -5.01 -3.07
Cl 8.60 -3.92 -3.42
Cl 7.05 -5.20 -1.33
Cl 5.77 -4.45 -3.82
H 7.50 -5.98 -3.48
C -6.06 9.05 -1.63
Cl -5.80 7.31 -1.62
Cl -7.59 9.46 -2.39
Cl -5.96 9.72 0.00
H -5.27 9.50 -2.22
C -0.23 -5.20 -1.82
Cl 1.25 -4.78 -0.95
Cl -1.65 -4.86 -0.82
Cl -0.32 -4.35 -3.36
H -0.21 -6.26 -2.02
C -5.21 11.00 -5.20
Cl -4.76 9.30 -4.98
Cl -6.81 11.14 -5.91
Cl -5.13 11.86 -3.66
H -4.50 11.45 -5.87
C 8.10 0.09 -4.54
Cl 7.15 -0.68 -3.27
Cl 9.71 -0.63 -4.65
Cl 7.26 0.00 -6.09
H 8.22 1.13 -4.28
```

Here are the Mulliken charges for atoms 1 to 6, given in e: -0.548, 0.038, -0.217, -0.475, 0.094, -0.314

Entry 5:
Entry from OMol25: a structure of composition C15H22Cl4MoN4OS2 (ωB97M-V with the def2-TZVPD basis set).

For the HOMO energy (spin up / spin down), the calculation gives -18.093 / -18.093 eV. The net charge is +4. Its LUMO energy (spin up / spin down) is -11.576 / -11.577 eV. For the HOMO-LUMO gap (spin up / spin down), the calculation gives 6.52 / 6.52 eV. As for the spin multiplicity: 1.

XYZ file:
```
49
C15H22Cl4MoN4OS2 | OMol25 | ωB97M-V with the def2-TZVPD basis set
Mo 0.15 0.21 -0.16
Cl 0.62 2.71 0.63
C -0.95 3.35 0.04
Cl -1.57 2.30 -1.26
H -0.78 4.35 -0.35
H -1.65 3.34 0.87
S 1.67 -1.05 0.99
C 2.57 -0.09 2.17
N 3.13 -0.80 3.18
C 3.90 -0.22 4.13
C 4.10 1.14 4.06
C 3.49 1.82 3.01
N 2.74 1.21 2.08
H 2.97 -1.80 3.22
H 4.31 -0.86 4.89
H 4.71 1.65 4.80
H 3.60 2.89 2.91
O 1.13 0.80 -1.69
S 1.41 2.01 -2.70
C 3.04 1.60 -3.36
C 2.81 0.63 -4.51
C 1.61 1.18 -5.26
C 0.53 1.49 -4.22
H 3.66 1.27 -2.52
H 3.43 2.57 -3.70
H 2.61 -0.37 -4.13
H 3.70 0.58 -5.13
H 1.22 0.48 -5.99
H 1.88 2.09 -5.80
H -0.03 0.61 -3.91
H -0.16 2.29 -4.49
Cl -1.43 0.25 1.41
C -11.74 -0.75 11.07
Cl -12.75 -0.48 12.26
H -10.81 -1.28 11.28
H -12.00 -0.42 10.07
N 1.43 -2.59 -1.65
C 0.09 -2.56 -1.65
C -0.63 -3.68 -2.12
C -1.99 -3.61 -2.25
C -2.66 -2.42 -1.92
C -1.93 -1.39 -1.42
N -0.57 -1.44 -1.22
H 1.90 -3.42 -1.96
H 1.98 -1.77 -1.48
H -0.08 -4.56 -2.41
H -2.54 -4.46 -2.63
H -3.73 -2.32 -2.04
H -2.42 -0.47 -1.13
```

Here are the natural (NBO) charges for atoms 1 to 6, given in e: 0.853, 0.149, -0.380, 0.077, 0.274, 0.267

Entry 6:
Entry from OMol25: a cluster of 2 separate species, C15H22Cl6O3Si2 in total at a distorted geometry (ωB97M-V with the def2-TZVPD basis set).

For the HOMO energy, the calculation gives -7.181 eV. Its LUMO energy is -1.619 eV. The structure (SMILES) is O=C1C(Cl)=C(Cl)C(Cl)=C(Cl)C1(Cl)Cl.CC=C(O[Si](C)(C)C)O[Si](C)(C)C. For the HOMO-LUMO gap, the calculation gives 5.56 eV. As for the spin multiplicity: 1.

XYZ file:
```
48
C15H22Cl6O3Si2 | OMol25 | ωB97M-V with the def2-TZVPD basis set
Cl 0.06 1.65 0.40
C -0.20 3.34 1.32
Cl -0.50 4.54 0.02
C -1.50 3.16 2.11
O -2.53 2.88 1.52
C -1.43 3.31 3.57
Cl -2.91 3.11 4.39
C -0.24 3.58 4.23
Cl -0.22 3.70 5.93
C 0.98 3.77 3.49
Cl 2.42 4.15 4.33
C 1.01 3.65 2.11
Cl 2.45 3.85 1.23
C 1.83 -3.28 -2.00
Si 2.42 -1.81 -1.04
C 3.05 -2.24 0.65
C 3.54 -0.64 -1.93
O 0.95 -0.98 -0.65
C 0.10 -0.26 -1.36
C 0.37 0.97 -1.95
C -0.70 1.58 -2.75
O -1.16 -0.67 -1.40
Si -2.15 -1.64 -0.37
C -3.09 -2.62 -1.64
C -1.09 -2.69 0.73
C -3.18 -0.38 0.52
H 2.69 -3.81 -2.43
H 1.28 -3.98 -1.36
H 1.16 -2.99 -2.83
H 4.01 -2.77 0.56
H 3.21 -1.33 1.25
H 2.35 -2.89 1.19
H 4.45 -1.19 -2.22
H 3.09 -0.22 -2.84
H 3.84 0.19 -1.28
H 1.38 1.34 -1.94
H -0.32 2.52 -3.18
H -1.03 0.94 -3.57
H -1.56 1.82 -2.12
H -3.91 -3.17 -1.16
H -3.52 -1.97 -2.41
H -2.44 -3.35 -2.14
H -1.77 -3.26 1.39
H -0.49 -3.42 0.17
H -0.43 -2.10 1.37
H -3.73 -0.89 1.33
H -2.62 0.45 0.95
H -3.92 0.05 -0.17
```

Here are the natural (NBO) charges for atoms 1 to 6, given in e: -0.004, -0.131, 0.032, 0.468, -0.497, -0.169

Entry 7:
Entry from OMol25: a structure of composition C15H22FeN3O4 at a distorted geometry (ωB97M-V with the def2-TZVPD basis set).

For the HOMO energy (spin up / spin down), the calculation gives -7.426 / -11.161 eV. The net charge is +1. Its expectation value of S² is 6.070. Its LUMO energy (spin up / spin down) is -2.811 / -7.288 eV. For the HOMO-LUMO gap (spin up / spin down), the calculation gives 4.62 / 3.87 eV. As for the spin multiplicity: 5.

XYZ file:
```
45
C15H22FeN3O4 | OMol25 | ωB97M-V with the def2-TZVPD basis set
C -3.61 0.73 0.43
O -2.26 1.22 0.21
C -1.14 0.47 0.42
C -0.59 0.17 1.71
C -0.12 -1.25 1.86
C 0.43 -1.83 0.61
C 0.53 -1.04 -0.51
C -0.23 0.18 -0.65
Fe 0.81 1.25 0.73
C 1.90 1.26 2.10
O 2.66 1.39 2.96
C 0.23 2.84 1.02
O 0.04 3.93 1.38
C 2.00 1.73 -0.53
O 2.88 2.20 -1.12
H -4.21 1.62 0.62
H -3.94 0.25 -0.50
H -3.67 0.03 1.28
H -0.99 0.67 2.60
H 0.63 -1.25 2.68
H -0.92 -1.88 2.26
H 0.80 -2.86 0.65
H 1.14 -1.34 -1.38
H -0.37 0.69 -1.60
C -2.88 -6.40 1.96
N -1.78 -5.46 1.99
C -1.40 -5.01 0.67
C -1.11 -4.86 3.02
N -0.28 -3.90 2.69
N -1.19 -5.29 4.33
C -2.30 -5.90 5.03
C -0.23 -4.72 5.25
H -3.16 -6.81 2.93
H -3.76 -5.91 1.51
H -2.60 -7.23 1.30
H -0.55 -4.33 0.78
H -1.10 -5.86 0.06
H -2.22 -4.49 0.19
H 0.17 -3.51 3.52
H -2.93 -6.54 4.40
H -1.87 -6.53 5.82
H -2.93 -5.14 5.53
H 0.76 -4.74 4.80
H -0.50 -3.69 5.51
H -0.23 -5.32 6.16
```

Here are the Mulliken charges for atoms 1 to 6, given in e: -0.703, -0.399, -0.678, -0.411, 0.273, -0.973

Entry 8:
Entry from OMol25: a structure of composition C15H22N2O at a distorted geometry (ωB97M-V with the def2-TZVPD basis set).

For the HOMO energy, the calculation gives -7.826 eV. Its LUMO energy is 0.550 eV. For the HOMO-LUMO gap, the calculation gives 8.38 eV. As for the spin multiplicity: 1.

XYZ file:
```
40
C15H22N2O | OMol25 | ωB97M-V with the def2-TZVPD basis set
C 5.16 1.50 0.15
C 3.66 0.99 0.25
C 3.18 0.46 -1.20
C 1.87 0.00 -1.16
C 1.70 -1.10 -0.17
H 2.47 -2.09 -0.55
H 1.97 -1.16 0.80
C 0.25 -1.69 -0.55
N -0.71 -0.76 -0.16
C -1.56 -0.02 -0.80
N -2.30 0.74 -0.34
C -1.92 0.59 1.04
C -2.42 1.15 2.52
C -2.02 0.48 3.46
C -1.01 -0.37 3.57
C -0.43 -1.17 2.40
C -0.97 -0.59 1.36
H 0.28 -1.92 2.46
H -0.80 -0.81 4.45
H -2.31 0.81 4.42
H -3.17 1.90 2.31
C -1.59 -0.12 -2.49
O -0.93 -1.00 -3.13
H -0.93 -0.95 -4.04
H -2.83 0.09 -2.73
C -1.41 1.45 -2.82
H -0.20 1.65 -2.51
H -1.66 1.58 -4.02
H -1.80 2.07 -2.25
H 0.07 -2.14 -1.51
H 0.07 -2.67 -0.01
H 1.29 0.91 -0.86
H 1.60 -0.30 -2.26
H 4.09 -0.34 -1.36
H 3.54 1.25 -1.88
H 3.66 0.15 0.75
H 3.05 1.94 0.50
H 5.94 0.57 -0.19
H 5.25 2.39 -0.64
H 5.56 1.88 0.94
```

Here are the natural (NBO) charges for atoms 1 to 6, given in e: -0.565, -0.400, -0.354, -0.472, -0.371, 0.175

Entry 9:
Entry from OMol25: the molecule C15H22N2O3S (ωB97M-V with the def2-TZVPD basis set).

For the HOMO energy, the calculation gives -9.253 eV. Its LUMO energy is 0.587 eV. The structure (SMILES) is Cc1ccc(S(=O)(=O)NCCC(=O)NC2CCCC2)cc1. For the HOMO-LUMO gap, the calculation gives 9.84 eV. As for the spin multiplicity: 1.

XYZ file:
```
43
C15H22N2O3S | OMol25 | ωB97M-V with the def2-TZVPD basis set
C -6.77 -0.05 0.29
C -5.29 0.09 0.10
C -4.63 -0.64 -0.88
C -3.27 -0.50 -1.08
C -2.57 0.39 -0.29
C -3.20 1.13 0.69
C -4.56 0.98 0.88
H -5.06 1.56 1.64
H -2.61 1.82 1.28
S -0.81 0.56 -0.48
O -0.40 -0.12 -1.69
O -0.41 1.93 -0.33
N -0.27 -0.22 0.89
H 0.57 0.20 1.25
C -0.23 -1.67 0.89
C 0.83 -2.26 -0.06
C 2.12 -1.46 0.08
O 2.82 -1.57 1.07
N 2.35 -0.65 -0.97
H 1.58 -0.52 -1.61
C 3.40 0.36 -1.10
C 4.78 -0.13 -0.62
H 4.67 -1.09 -0.13
H 5.47 -0.24 -1.45
C 5.27 0.91 0.39
H 5.82 1.71 -0.11
H 5.91 0.47 1.15
C 3.98 1.48 0.97
H 4.12 2.42 1.50
H 3.54 0.75 1.66
C 3.10 1.63 -0.27
H 2.04 1.74 -0.06
H 3.42 2.51 -0.83
H 3.42 0.61 -2.16
H 0.47 -2.23 -1.09
H 1.02 -3.30 0.23
H -0.01 -1.99 1.91
H -1.23 -2.02 0.61
H -2.74 -1.05 -1.84
H -5.19 -1.33 -1.50
H -7.29 0.73 -0.26
H -7.03 0.06 1.34
H -7.12 -1.02 -0.06
```

Here are the natural (NBO) charges for atoms 1 to 6, given in e: -0.632, 0.020, -0.239, -0.116, -0.384, -0.149

Entry 10:
Entry from OMol25: the molecule C15H22N2O4 (ωB97M-V with the def2-TZVPD basis set).

For the HOMO energy, the calculation gives -8.539 eV. Its LUMO energy is 0.749 eV. The structure (SMILES) is COC(=O)[C@@H](NC(=O)NCc1cccc(OC)c1)C(C)C. For the HOMO-LUMO gap, the calculation gives 9.29 eV. As for the spin multiplicity: 1.

XYZ file:
```
43
C15H22N2O4 | OMol25 | ωB97M-V with the def2-TZVPD basis set
C 3.40 -3.16 0.06
H 3.92 -3.15 1.02
H 3.98 -3.69 -0.69
H 2.42 -3.63 0.19
O 3.25 -1.83 -0.44
C 2.51 -1.01 0.31
O 1.98 -1.33 1.34
C 2.40 0.38 -0.29
N 1.32 1.07 0.37
C 0.27 1.56 -0.37
O 0.31 1.66 -1.58
N -0.78 2.00 0.38
H -0.82 1.75 1.36
C -2.02 2.42 -0.23
C -3.12 1.41 -0.05
C -4.36 1.79 0.45
C -5.36 0.84 0.61
C -5.13 -0.49 0.29
C -3.89 -0.87 -0.21
C -2.90 0.09 -0.37
H -1.94 -0.22 -0.77
O -3.55 -2.14 -0.56
C -4.52 -3.16 -0.44
H -4.84 -3.29 0.60
H -4.04 -4.07 -0.78
H -5.40 -2.95 -1.06
H -5.93 -1.20 0.43
H -6.32 1.14 1.00
H -4.55 2.82 0.71
H -2.32 3.39 0.19
H -1.79 2.55 -1.29
H 1.14 0.76 1.31
H 2.14 0.30 -1.36
C 3.72 1.18 -0.17
C 4.30 1.09 1.24
H 3.55 1.38 1.98
H 4.62 0.07 1.46
H 5.16 1.75 1.34
C 4.74 0.73 -1.21
H 4.34 0.85 -2.21
H 5.00 -0.32 -1.07
H 5.65 1.32 -1.12
H 3.46 2.22 -0.37
```

Here are the natural (NBO) charges for atoms 1 to 6, given in e: -0.263, 0.193, 0.199, 0.198, -0.503, 0.799